168
Properties=species:S:1:pos:R:3:forces:R:3:mulliken_charge:R:1 method="wB97M-V/def2-TZVPD" spin_multiplicity=3 total_charge=+1 energy_ha=-3110.4887 e_homo_ev="-11.09 / -11.09" s_squared=2.01 homo_lumo_gap_ev="9.654 / 7.249" max_force_ev_per_a=3.28
Pd -2.39448 -0.48042 0.37816 -1.4 -0.4 0.1 -0.097
O -2.13307 -2.21570 -2.60933 0.3 -2.6 1.9 0.028
O -4.03334 1.13690 -0.22780 0.5 0.5 -0.8 -0.373
O -0.31423 5.09260 -1.20332 0.6 0.6 0.6 -0.140
O 3.49752 4.23175 0.07900 -0.4 0.9 -0.5 0.168
O 2.29599 -1.10337 2.03265 -0.1 -0.4 1.0 -0.275
O -4.04268 -2.00888 0.48386 -0.9 1.8 0.0 0.730
O -1.42667 -5.19364 1.09126 -0.8 -0.8 -0.4 -0.106
O 1.30141 4.75495 2.87732 -0.7 -1.1 -0.7 -0.503
O -2.45089 -0.79610 2.67211 -0.5 0.3 0.1 0.870
O -3.34302 3.35832 -4.06914 1.4 0.3 0.3 -0.404
O 2.70478 -5.74874 0.86123 1.4 0.8 -0.8 -0.272
O 4.46224 -1.85062 -4.46542 0.2 0.1 0.4 -0.505
O -1.20563 0.94846 0.17002 1.8 1.1 -0.5 -0.352
C 3.55645 -0.67541 2.46204 1.9 0.4 -0.8 -0.539
C 5.19801 -1.79802 -3.24987 1.6 0.8 -1.2 -0.470
C -0.27413 2.95940 2.78383 1.5 0.9 1.2 2.353
C -1.14814 -1.89905 -4.71560 0.0 -0.4 0.1 -0.552
C -1.82824 2.98508 -5.93479 -0.2 -0.5 0.8 -0.778
C 0.97017 4.92180 -1.78661 0.9 -1.0 -1.0 1.779
C -0.69823 -3.26937 -4.15546 -1.6 -0.6 -1.1 -0.260
C 0.98152 3.55276 2.12131 -0.4 0.0 0.8 1.330
C 1.16425 6.84571 -0.39385 0.2 -1.9 -0.3 -0.246
C 2.28380 -0.63669 4.40377 -1.3 -1.0 -0.3 -0.824
C 4.37552 3.32073 -0.55037 0.3 0.7 0.1 -0.568
C 3.09392 -1.90098 -4.06925 -0.2 0.2 -1.2 -0.335
C 3.32350 0.20376 3.70117 -0.3 -0.5 -0.9 0.010
C -1.54660 -6.60867 1.13398 -1.4 -0.5 -0.8 -0.805
C -4.48381 3.49768 -0.13390 0.6 -0.2 0.5 -0.787
C -1.86692 -3.53058 -3.21072 1.4 0.8 2.0 -0.668
C -6.25011 -2.74007 -0.12640 0.5 0.1 0.4 -0.870
C -4.99384 1.38911 0.76894 -0.4 -0.8 1.1 -0.513
C 1.60779 -1.45406 3.21951 -0.1 0.0 1.0 1.259
C -2.03394 3.92360 -3.80140 -0.2 -0.8 0.6 -0.046
C -3.73615 2.43137 -0.93431 0.3 -0.7 1.4 0.547
C -2.72771 0.24340 3.66085 0.7 -0.5 -0.6 -0.122
C 1.12774 1.28200 -0.74809 -0.9 1.0 1.3 -0.030
C 4.10584 -5.21430 -1.04053 -0.4 1.2 0.7 0.235
C 3.09405 -6.17465 -0.46972 0.1 -1.3 0.8 -0.766
C -1.04883 3.04190 -4.58645 -0.6 0.4 -0.1 0.097
C -2.08540 -0.31857 4.90543 -2.1 1.2 1.4 -0.110
C 0.17881 0.59028 0.24336 0.4 -0.8 -0.1 3.407
C 4.75891 -4.60150 0.25244 -0.5 -1.1 -0.6 -0.367
C 3.89509 -5.09035 1.43123 -1.4 0.2 -0.9 -0.054
C 1.74304 6.24909 -1.76514 -1.5 0.5 1.1 -0.845
C -1.02273 4.22744 3.15337 -0.5 -0.4 0.8 -0.708
C -2.52906 -1.75043 4.82616 -0.4 -1.1 0.0 -0.604
C 0.25275 -0.92411 0.03737 -1.8 0.1 -0.3 -1.354
C -2.29656 -2.05832 3.32645 1.8 0.5 1.3 0.327
C -0.30248 -4.84948 1.83547 0.6 2.2 0.2 1.112
C 5.05430 2.68684 0.63854 0.3 0.2 1.5 0.441
C -4.83127 2.80902 1.20712 -0.1 0.8 0.1 -0.404
C 5.29527 4.00767 1.50324 1.4 -0.7 0.0 -0.771
C 2.99006 -1.33613 -2.64080 -1.1 1.9 -0.4 1.175
C -3.32462 3.13043 -5.46057 -0.6 0.2 -1.0 -0.439
C -5.12887 -3.57214 -0.80676 -0.2 -0.6 0.3 -0.423
C -0.47693 -7.18633 2.02279 1.3 -1.0 -0.6 -0.524
C -3.95626 -3.39465 0.13573 0.4 0.4 -0.2 -0.151
C 0.04695 5.26813 3.39145 1.1 -0.6 0.0 -0.871
C 0.01556 -5.96194 2.78814 -0.9 -0.4 0.6 -0.530
C 4.26656 5.00178 1.02309 -1.2 -0.8 -0.4 -0.453
C -5.48858 -1.52522 0.40728 1.2 -1.2 0.3 -0.300
C 4.42254 -0.87457 -2.37099 0.6 0.8 1.7 -0.181
C -2.10333 -1.33987 -3.62887 -0.7 2.1 -2.5 -0.087
C -0.29097 6.31508 -0.39375 0.7 -0.5 -1.1 -0.601
H 2.68941 -1.32294 5.15620 0.2 0.2 -0.3 0.425
H -4.87769 0.66136 1.61704 0.1 0.6 -0.8 0.109
H -1.69041 4.49012 2.36326 -0.5 0.4 -0.6 0.180
H 5.07353 3.88717 -1.22565 -0.3 -0.7 0.4 0.243
H 5.78946 -4.90515 0.32902 0.4 -0.2 0.2 0.439
H -0.90495 -7.95107 2.68160 0.3 0.1 -0.2 0.348
H 2.28866 -0.45637 -2.60646 0.6 -0.9 0.0 -0.716
H 4.26074 -1.51522 2.71377 -0.6 0.4 -0.3 0.227
H -0.62189 -5.89075 3.67822 0.2 0.2 0.0 0.441
H -3.81632 0.39110 3.72269 0.3 0.1 0.2 0.297
H 4.60372 0.18797 -2.62356 -0.3 -0.5 -0.2 0.160
H 2.56548 -1.39679 -4.92515 0.0 -0.2 1.2 0.193
H 0.27186 -3.19483 -3.70581 0.3 -0.1 0.7 -0.139
H -3.73699 4.00923 -5.97862 -0.2 -0.1 0.1 0.198
H -0.54165 -1.36328 0.73621 0.8 -0.2 -0.7 0.135
H -4.09199 -3.97261 1.04904 0.1 -0.3 0.1 0.269
H 1.43409 6.90505 -2.60695 0.1 -0.4 0.5 0.377
H 0.71918 3.75207 1.09261 0.1 0.6 -0.5 -0.663
H 2.58598 -2.07616 -1.94421 0.4 0.0 0.0 -0.088
H 0.19119 5.44976 4.43744 0.1 0.1 0.7 0.300
H -4.85831 -3.18188 -1.76432 0.1 0.5 -0.7 0.111
H 4.86846 -5.65138 -1.67765 -0.2 -0.2 -0.1 0.452
H -2.91175 -3.54407 -0.24401 -1.2 -0.1 0.1 -0.314
H -6.68442 -3.29212 0.71849 0.2 0.0 -0.2 0.263
H -2.86834 -2.79820 2.81021 -0.6 -0.5 0.0 0.199
H 0.36104 -7.65073 1.39650 -1.1 0.6 0.9 0.118
H 1.82725 2.87350 2.11632 0.3 0.1 0.2 -0.435
H 1.64168 6.38374 0.48629 0.3 0.2 -0.4 -0.222
H 1.51547 -0.05802 4.91057 0.0 0.2 0.1 0.273
H -1.86744 3.93403 -2.72586 -0.1 0.1 0.0 0.000
H -0.27046 -1.29930 -4.73209 0.6 0.8 -0.7 0.166
H -1.21652 -2.31927 3.26436 -0.7 -0.1 -0.3 -0.765
H 1.04690 -5.99182 3.10059 0.3 -0.1 -0.1 0.358
H -1.95757 -2.39281 5.50917 -0.2 0.0 -0.4 0.424
H -0.12176 6.20903 2.93255 -0.5 0.9 -0.6 0.417
H 5.97214 2.08644 0.47172 -0.4 0.6 -0.1 0.529
H -4.12798 2.43267 -1.91420 -0.3 -0.6 -1.2 0.197
H 4.75553 -3.54603 0.14406 -0.1 1.1 0.2 -0.036
H 0.51733 -4.66057 1.14538 0.4 0.0 0.1 -0.079
H 6.30089 4.36635 1.22285 -0.3 -0.1 0.5 0.266
H -0.70214 6.05728 0.58901 0.1 0.4 -0.2 0.097
H -5.99654 1.20669 0.36534 -0.1 0.2 0.0 0.466
H -2.63751 2.49414 -0.97286 -0.5 0.2 0.3 -0.604
H 1.15232 -1.38696 0.36041 0.8 -0.2 0.1 -0.150
H 4.16920 0.40499 4.34561 0.3 0.1 -0.2 0.596
H -2.48395 0.20343 5.81598 0.3 -0.5 -0.7 0.482
H 2.18522 -6.29497 -1.03121 -0.4 0.2 -0.4 0.460
H -1.49056 3.77755 -6.63551 -0.4 -0.4 0.5 0.293
H -1.55422 -7.04405 0.14938 0.7 0.1 -0.9 0.365
H -3.89364 4.41279 -0.13177 0.0 0.0 0.6 0.346
H 3.74825 2.65285 -1.10500 -0.2 -0.4 -0.6 0.079
H 1.59811 -2.54103 3.37599 0.4 0.1 0.1 0.079
H -5.76636 -1.29213 1.43077 -0.1 0.1 0.1 0.257
H -0.00849 2.44568 3.71741 0.1 -0.1 -0.2 0.138
H 4.64762 5.92369 0.59296 0.4 0.0 -0.4 0.368
H 0.86649 1.07096 -1.78478 0.3 -0.2 0.0 0.217
H -5.39411 3.75614 -0.62343 -0.8 0.1 -0.5 0.392
H -1.61355 4.07146 4.06655 0.0 0.1 -0.3 0.494
H 4.35679 2.00546 1.18246 0.2 0.6 -0.5 -0.720
H 3.53616 -7.18348 -0.41668 0.0 0.1 0.2 0.236
H -2.01622 4.94299 -4.18441 0.1 0.2 0.0 0.256
H -0.58765 -3.88782 2.32496 0.6 -0.7 -0.1 -1.090
H -5.80426 3.12309 1.64948 0.9 0.2 -0.2 0.515
H -4.03254 2.28336 -5.63641 0.9 0.4 -0.2 0.353
H 0.57216 0.83137 1.25476 -0.4 -0.1 -0.3 -1.005
H -2.19964 1.10935 3.30205 -0.2 0.6 -0.2 -0.460
H -2.57515 -6.84554 1.39655 -0.2 0.0 0.9 0.370
H -3.59142 -1.82859 5.11136 0.3 0.0 -0.2 0.305
H 0.83523 4.60139 -2.84367 -0.1 0.0 0.6 -0.253
H -2.75489 -3.78432 -3.72054 -1.0 -0.7 -0.9 0.430
H 4.34503 -5.81195 2.08582 0.6 -0.2 0.3 0.355
H 0.03504 -1.16743 -1.03160 0.0 0.0 0.8 0.047
H 5.18338 -2.75455 -2.79253 0.2 -1.3 0.5 0.144
H 1.21596 7.91294 -0.31534 0.0 0.6 0.0 0.572
H -1.63310 -1.98605 -5.70148 0.3 0.2 0.4 0.378
H 4.76065 -0.96426 -1.30242 -0.5 -0.1 -0.8 0.079
H -1.67598 -4.23924 -2.38575 -0.1 0.3 -0.3 0.276
H -0.06097 3.49761 -4.65088 -0.1 0.1 -0.2 0.334
H -3.11145 -1.18724 -4.08542 0.3 -0.2 0.2 0.269
H -4.00033 2.90752 1.92594 -0.4 0.0 -0.1 -0.140
H 1.03955 2.37756 -0.59704 0.2 -0.6 -0.2 -0.936
H -0.88517 2.06306 -4.09572 -0.4 0.3 -0.3 -0.188
H 3.52863 -4.23730 2.00479 0.0 -0.1 0.2 -0.148
H -1.72528 2.02939 -6.41773 0.3 -0.3 -0.4 0.327
H -5.56192 -0.60962 -0.18649 0.4 -0.7 -0.2 0.156
H 0.56543 -1.19994 3.10246 -0.4 0.4 -0.2 -1.331
H 2.76530 -2.93078 -4.03230 -0.1 -0.5 -0.2 0.274
H -1.03458 -0.16798 4.93441 1.1 -0.1 -0.3 -0.260
H -1.82468 -0.34212 -3.25769 0.2 -0.2 0.0 -0.233
H 1.54691 4.10675 -1.25736 -0.5 1.0 -0.4 -1.103
H -7.08555 -2.37235 -0.72118 0.2 -0.4 -0.4 0.433
H 6.27272 -1.51869 -3.47393 -1.3 -0.2 0.2 0.364
H -0.87810 7.01397 -0.96385 -0.8 0.4 0.3 0.427
H 3.55967 -4.43692 -1.60919 0.5 -0.2 0.2 -0.490
H -5.34507 -4.63116 -0.94191 -0.3 0.0 0.1 0.476
H -0.64605 -4.08055 -4.91954 0.0 0.7 0.4 0.414
H -0.79984 2.29965 2.14807 -0.6 -0.6 -0.8 -1.971
H 3.91438 -0.13868 1.56209 0.5 -0.1 0.7 0.193
H 5.23122 3.89592 2.59885 0.2 -0.3 -0.5 0.322
H 2.89768 1.11774 3.29840 -0.1 0.4 0.4 -0.443
H 2.12476 0.95821 -0.39660 -0.2 0.1 -0.8 0.015
H 3.53752 5.30007 1.75980 -0.1 0.0 0.5 0.194
H 2.81935 6.09833 -1.84155 -0.1 0.1 0.4 0.338